[1]
The following is a quantum chemistry calculation of an isolated ion of composition C6H12NO and charge +2 at a distorted geometry, from the OMol25 dataset.

CARTESIAN COORDINATES (ANGSTROEM)
C (-2.646, -1.337, 0.949)
C (-1.907, -0.017, 0.641)
C (-0.562, -0.116, 0.019)
C (0.202, 0.947, -0.279)
C (1.633, 0.744, -0.327)
C (2.599, 1.743, -0.330)
O (3.756, 1.399, -0.794)
N (-2.404, -2.526, 0.014)
H (-3.782, -1.252, 0.957)
H (-2.246, -1.721, 1.886)
H (-2.518, 0.685, 0.047)
H (-1.637, 0.280, 1.655)
H (-0.225, -1.149, -0.103)
H (-0.055, 2.000, -0.238)
H (2.039, -0.209, -0.651)
H (2.516, 2.722, 0.174)
H (4.474, 2.061, -0.808)
H (-2.898, -2.369, -0.855)
H (-2.647, -3.403, 0.478)
H (-1.423, -2.469, -0.256)

Output
HOMO (spin up / spin down)   -17.1 / -19.0 eV
Lowest unoccupied orbital energy (spin up / spin down)   -7.810 / -10.257 eV
Spin multiplicity   2
Net charge   +2
Energy above the lowest of the compared OMol25 structures with the same formula, charge and spin   0.00 kcal per mole

These are the natural (NBO) partial charges, in e, on atoms 1 to 5: C -0.22; C -0.51; C 0.00; C -0.20; C -0.14

[2]
The following is a quantum chemistry calculation of a 2-piece molecular cluster, C4H9O overall at a distorted geometry, from the OMol25 dataset.

CARTESIAN COORDINATES (ANGSTROEM)
C (-2.167, -0.948, 1.062)
O (-2.185, -1.360, 2.361)
H (-2.067, 0.153, 1.026)
H (-3.018, -1.241, 0.404)
H (-1.243, -1.273, 0.502)
C (2.047, -0.020, -1.146)
C (1.099, 0.396, -0.049)
C (0.251, 1.413, -0.165)
H (2.966, -0.311, -0.639)
H (2.170, 0.815, -1.831)
H (1.635, -0.883, -1.671)
H (0.991, -0.213, 0.842)
H (-0.616, 1.596, 0.451)
H (0.136, 1.877, -1.148)

Output
HOMO   -1.7 eV
Lowest unoccupied orbital energy   3.720 eV
Net charge   -1
Energy above the lowest of the compared OMol25 structures with the same formula, charge and spin   32.25 kcal per mole

These are the natural (NBO) partial charges, in e, on atoms 1 to 5: C -0.19; O -0.99; H 0.07; H 0.07; H 0.06

[3]
The following is a quantum chemistry calculation of one molecule with the formula C7H9NO2 at a distorted geometry, from the OMol25 dataset.

CARTESIAN COORDINATES (ANGSTROEM)
C (1.154, 0.338, 0.438)
C (2.095, 1.000, -0.555)
C (-0.304, 0.634, 0.053)
C (-1.158, -1.441, -0.549)
C (-0.943, 1.748, -0.330)
C (-1.747, -2.636, -0.517)
O (-0.471, -0.768, -1.394)
O (1.398, 0.866, 1.721)
C (-1.209, -0.485, 0.803)
N (-1.543, -0.439, 1.938)
H (0.854, 0.396, 2.369)
H (1.295, -0.747, 0.423)
H (2.000, 2.083, -0.500)
H (1.877, 0.656, -1.564)
H (3.117, 0.725, -0.295)
H (-1.790, 2.132, 0.220)
H (-0.696, 2.202, -1.281)
H (-2.278, -2.948, 0.369)
H (-1.651, -3.317, -1.350)

Output
HOMO (spin up / spin down)   -8.7 / -8.7 eV
Lowest unoccupied orbital energy (spin up / spin down)   -2.290 / -2.053 eV
Net charge   0
Energy above the lowest of the compared OMol25 structures with the same formula, charge and spin   151.28 kcal per mole

These are the natural (NBO) partial charges, in e, on atoms 1 to 5: C 0.06; C -0.62; C 0.20; C 0.34; C -0.38

[4]
The following is a quantum chemistry calculation of C29H30IN8RuS3 as an isolated structure, from the OMol25 dataset.

CARTESIAN COORDINATES (ANGSTROEM)
Ru (-0.069, -0.161, 0.336)
N (-1.710, -0.500, 3.458)
C (-0.388, -0.262, 3.449)
N (0.349, -0.164, 2.355)
C (1.689, 0.037, 2.677)
C (1.956, 0.109, 3.993)
S (0.509, -0.084, 4.905)
C (2.597, 0.145, 1.549)
C (3.922, 0.363, 1.571)
S (4.546, 0.428, -0.033)
C (2.960, 0.157, -0.655)
N (2.026, 0.024, 0.276)
N (2.761, 0.098, -1.974)
H (-2.200, -0.432, 2.574)
H (-2.227, -0.368, 4.311)
H (2.901, 0.253, 4.482)
H (4.564, 0.498, 2.422)
H (3.542, 0.155, -2.606)
H (1.870, -0.188, -2.342)
I (-0.661, -0.144, -2.323)
C (-0.595, 1.950, -2.338)
C (-0.695, 2.616, -3.521)
C (-0.668, 4.026, -3.506)
C (-0.554, 4.686, -2.318)
C (-0.459, 3.988, -1.089)
C (-0.373, 4.695, 0.137)
C (-0.324, 4.018, 1.317)
C (-0.338, 2.606, 1.326)
C (-0.360, 1.855, 0.170)
C (-0.460, 2.567, -1.073)
H (-0.797, 2.087, -4.458)
H (-0.744, 4.568, -4.437)
H (-0.540, 5.768, -2.296)
H (-0.366, 5.777, 0.115)
H (-0.270, 4.555, 2.255)
H (-0.310, 2.121, 2.293)
N (-2.143, -0.164, 0.553)
C (-3.216, -0.007, 0.129)
N (-4.407, 0.210, -0.314)
C (-5.245, -0.895, -0.822)
C (-6.357, -1.195, 0.171)
C (-7.147, 0.070, 0.502)
C (-6.230, 1.183, 1.007)
C (-5.117, 1.467, 0.012)
H (-4.601, -1.753, -1.009)
H (-5.655, -0.563, -1.779)
H (-5.921, -1.613, 1.084)
H (-7.012, -1.958, -0.252)
H (-7.909, -0.152, 1.248)
H (-7.677, 0.412, -0.392)
H (-5.793, 0.902, 1.969)
H (-6.795, 2.101, 1.171)
H (-4.387, 2.184, 0.385)
H (-5.520, 1.849, -0.928)
N (-2.292, -3.733, 0.245)
C (-1.204, -3.414, 0.973)
S (0.103, -2.662, 0.140)
N (-1.248, -3.721, 2.265)
C (-0.288, -3.614, 3.320)
C (1.082, -3.585, 3.118)
C (1.922, -3.578, 4.224)
C (1.410, -3.622, 5.512)
C (0.035, -3.667, 5.701)
C (-0.813, -3.657, 4.608)
H (-2.199, -3.656, -0.757)
H (-2.975, -4.392, 0.589)
H (-2.110, -4.147, 2.582)
H (1.498, -3.594, 2.123)
H (2.992, -3.571, 4.068)
H (2.076, -3.642, 6.362)
H (-0.378, -3.719, 6.698)
H (-1.886, -3.704, 4.754)

Output
HOMO (spin up / spin down)   -12.8 / -12.9 eV
Lowest unoccupied orbital energy (spin up / spin down)   -5.035 / -6.672 eV
Spin multiplicity   2
Net charge   +2
Energy above the lowest of the compared OMol25 structures with the same formula, charge and spin   0.00 kcal per mole

These are the Löwdin partial charges, in e, on atoms 1 to 5: Ru 0.81; N 0.14; C -0.68; N -0.07; C -0.33

[5]
The following is a quantum chemistry calculation of C8H27F8N2O18S4Y as an isolated structure at a distorted geometry, from the OMol25 dataset.

CARTESIAN COORDINATES (ANGSTROEM)
Y (2.878, -1.992, -1.116)
C (1.777, 0.910, -4.758)
F (0.582, 0.858, -4.159)
F (1.898, -0.093, -5.614)
F (1.849, 2.067, -5.402)
S (3.151, 0.806, -3.522)
O (2.706, -0.333, -2.653)
O (4.297, 0.449, -4.307)
O (3.251, 2.092, -2.914)
C (-0.418, -3.001, -3.883)
F (-0.360, -2.756, -5.185)
F (-0.122, -1.808, -3.339)
F (-1.609, -3.444, -3.577)
S (0.910, -4.219, -3.408)
O (1.538, -4.653, -4.608)
O (1.813, -3.372, -2.555)
O (0.300, -5.267, -2.630)
N (1.067, -0.980, -0.328)
S (-0.463, -1.443, -0.037)
O (-1.415, -1.256, -1.060)
O (-0.822, -1.523, 1.317)
F (-0.169, -3.011, -0.331)
S (0.751, 0.605, 0.079)
O (0.636, 0.980, 1.440)
O (0.004, 1.360, -0.853)
F (2.224, 1.116, -0.256)
O (2.408, -4.005, 0.062)
H (1.831, -4.051, 0.844)
H (2.536, -4.923, -0.216)
O (-4.219, -1.546, -1.039)
H (-4.373, -0.896, -1.731)
H (-3.256, -1.586, -0.952)
O (-0.881, -5.813, -0.119)
H (-0.242, -5.437, -0.734)
H (-1.567, -6.180, -0.684)
O (-0.801, -4.579, 2.561)
H (-1.345, -3.791, 2.671)
H (-1.026, -4.912, 1.678)
O (3.522, -1.553, 1.153)
H (3.029, -1.141, 1.880)
H (4.350, -1.860, 1.549)
C (1.683, 1.749, 4.546)
C (2.880, 2.176, 3.677)
O (3.289, 3.463, 4.083)
O (0.842, 2.849, 4.829)
H (2.084, 1.367, 5.502)
H (0.974, 0.982, 4.235)
H (2.506, 2.272, 2.649)
H (3.699, 1.459, 3.637)
H (2.771, 4.134, 3.631)
H (1.389, 3.609, 5.051)
C (-3.717, 3.290, -0.755)
C (-2.601, 3.627, 0.242)
C (-2.370, 2.584, 1.299)
O (-3.449, 2.470, 2.209)
C (-3.428, 3.474, 3.207)
N (-1.353, 3.985, -0.446)
H (-4.181, 4.208, -1.109)
H (-4.518, 2.727, -0.250)
H (-3.474, 2.570, -1.543)
H (-3.004, 4.533, 0.707)
H (-1.418, 2.729, 1.837)
H (-2.163, 1.587, 0.885)
H (-4.148, 3.109, 3.944)
H (-3.783, 4.438, 2.842)
H (-2.468, 3.506, 3.729)
H (-0.724, 3.182, -0.465)
H (-1.539, 4.101, -1.438)

Output
HOMO   -8.8 eV
Lowest unoccupied orbital energy   -2.948 eV
Net charge   0

These are the Löwdin partial charges, in e, on atoms 1 to 5: Y 1.77; C -0.67; F 0.13; F 0.15; F 0.16

[6]
The following is a quantum chemistry calculation of one molecule with the formula C3H2O3S at a distorted geometry, from the OMol25 dataset.

CARTESIAN COORDINATES (ANGSTROEM)
C (1.368, -0.115, -0.055)
C (1.137, 1.167, -0.062)
C (-0.680, 0.078, 0.016)
H (2.677, -1.598, 0.361)
H (1.756, 2.000, 0.382)
O (2.602, -0.639, 0.078)
O (-0.260, 1.295, -0.031)
O (0.309, -0.885, -0.171)
S (-2.287, -0.335, 0.054)

Output
HOMO   -8.7 eV
Lowest unoccupied orbital energy   0.248 eV
SMILES   Oc1coc(=S)o1
Net charge   0
Energy above the lowest of the compared OMol25 structures with the same formula, charge and spin   58.43 kcal per mole

These are the natural (NBO) partial charges, in e, on atoms 1 to 5: C 0.53; C -0.11; C 0.46; H 0.51; H 0.24